1.
Below is the molecule C3H7N3O3, with properties calculated with ωB97M-V with the def2-TZVPD basis set.

Last column: natural (NBO) charge in e.
Positions of all 16 atoms, in Å:
C1 -0.851 0.906 -0.795  0.876
C2 0.914 -0.255 -0.225  0.391
C3 0.085 -0.869 0.689  0.248
N1 -1.473 2.010 -0.273  -0.847
N2 1.766 -0.905 -1.063  -0.824
N3 -0.276 -0.370 1.923  -0.855
O1 0.600 1.037 -0.550  -0.541
O2 -0.053 -2.244 0.619  -0.695
O3 -1.361 0.182 -1.632  -0.610
H1 -0.277 -2.424 -0.312  0.482
H2 -0.902 2.740 0.123  0.405
H3 -2.359 2.246 -0.696  0.411
H4 2.259 -0.313 -1.720  0.407
H5 2.141 -1.773 -0.702  0.406
H6 0.414 -0.546 2.643  0.367
H7 -0.627 0.579 1.971  0.379

Computed properties:
- energy relative to the best compared isomer or geometry (same formula, charge and spin) (kcal/mol) = 62.5
- HOMO-LUMO gap (eV) = 7.63
- LUMO energy (eV) = 0.64
- SMILES string = NC(=O)O/C(N)=C(\N)O
- 2S+1 = 1
- molar mass (g mol⁻¹) = 133.11

***

2.
Below is a cluster of 3 separate species, C2H9NO3 in total, with properties calculated with ωB97M-V with the def2-TZVPD basis set.

Last column: natural (NBO) charge in e.
Positions of all 15 atoms, in Å:
C1 -0.987 0.023 1.131  0.131
N1 -1.839 0.294 0.005  -0.706
C2 -1.642 -0.470 -1.210  -0.415
O1 0.091 -0.709 1.013  -0.878
H1 -1.475 0.079 2.115  0.070
H2 -1.994 1.240 -0.208  0.345
H3 -0.714 -1.035 -1.212  0.205
H4 -1.618 0.177 -2.088  0.165
H5 -2.458 -1.186 -1.350  0.147
H6 1.215 -0.524 -0.277  0.517
H7 2.429 -1.460 -0.214  0.459
O2 2.116 -0.673 -0.665  -1.011
H8 2.027 1.695 1.657  0.458
H9 2.404 0.805 0.514  0.498
O3 2.446 1.746 0.790  -0.985

Computed properties:
- energy relative to the best compared isomer or geometry (same formula, charge and spin) (kcal/mol) = 0.0
- HOMO-LUMO gap (spin up / spin down) (eV) = 4.28 / 8.32
- LUMO energy (spin up / spin down) (eV) = 4.23 / 4.19
- net charge = -1
- 2S+1 = 2
- molar mass (g mol⁻¹) = 95.10

***

3.
Below is a structure of composition C21H35BrF7N3O6RuS2Si, with properties calculated with ωB97M-V with the def2-TZVPD basis set.

Last column: Mulliken spin population.
Positions of all 77 atoms, in Å:
Ru1 1.303 0.732 -0.075  4.143
F1 1.899 -1.459 2.623  0.003
C1 2.895 -2.260 2.247  0.005
F2 2.542 -3.514 2.454  0.000
F3 3.979 -1.971 2.943  0.001
S1 3.246 -2.037 0.413  0.018
O1 2.026 -1.358 -0.092  0.071
O2 3.519 -3.321 -0.110  0.008
N1 4.495 -1.073 0.330  0.003
S2 4.172 0.451 0.383  0.000
O3 3.761 1.033 -0.881  0.035
O4 3.190 0.794 1.426  0.060
C2 5.787 1.197 0.882  0.001
F4 6.718 0.847 0.023  0.000
F5 6.093 0.793 2.098  0.000
F6 5.617 2.514 0.867  0.000
C3 -0.519 -2.714 -2.397  0.014
C4 -1.841 -1.949 -2.233  -0.002
C5 -1.653 -0.573 -2.884  0.024
C6 -2.930 -2.711 -3.026  0.000
Si1 -2.420 -1.883 -0.424  -0.008
Br1 -1.027 -0.072 0.582  0.141
C7 -4.134 -1.100 -0.125  0.014
C8 -4.422 0.029 -1.124  0.004
C9 -4.352 -0.529 1.285  0.012
C10 -5.188 -2.211 -0.346  0.003
C11 -1.987 -3.389 0.660  0.011
C12 -2.660 -3.311 2.036  0.008
C13 -0.481 -3.560 0.897  -0.005
C14 -2.507 -4.653 -0.061  0.001
H1 -0.234 -2.678 -3.452  0.000
H2 -0.597 -3.765 -2.122  0.000
H3 0.294 -2.270 -1.822  -0.008
H4 -1.495 -0.725 -3.955  0.001
H5 -0.773 -0.056 -2.505  -0.018
H6 -2.506 0.092 -2.772  0.001
H7 -2.568 -2.862 -4.046  0.000
H8 -3.865 -2.155 -3.097  0.000
H9 -3.149 -3.698 -2.615  0.000
H10 -3.727 0.864 -1.014  0.000
H11 -5.426 0.413 -0.928  0.000
H12 -4.398 -0.299 -2.161  0.001
H13 -3.626 0.239 1.554  0.000
H14 -4.343 -1.291 2.060  -0.001
H15 -5.337 -0.056 1.306  0.001
H16 -5.139 -2.658 -1.339  0.000
H17 -6.182 -1.769 -0.240  0.001
H18 -5.113 -3.007 0.394  0.000
H19 -2.376 -2.413 2.591  -0.002
H20 -2.341 -4.173 2.627  0.000
H21 -3.746 -3.348 1.976  0.001
H22 -0.046 -2.677 1.364  0.004
H23 0.076 -3.778 -0.011  -0.001
H24 -0.338 -4.399 1.582  0.000
H25 -3.584 -4.640 -0.227  0.000
H26 -2.288 -5.520 0.569  0.000
H27 -2.013 -4.823 -1.016  0.000
O5 5.829 5.989 -1.265  0.000
C15 4.636 6.691 -1.012  0.000
N2 3.753 5.697 -0.434  0.000
C16 2.692 6.054 0.313  0.004
O6 2.355 7.205 0.505  0.001
C17 1.897 4.932 0.930  0.000
C18 1.153 5.206 2.073  0.006
C19 0.409 4.197 2.659  0.003
C20 0.415 2.944 2.079  0.010
N3 1.111 2.685 0.967  0.140
C21 1.836 3.660 0.400  -0.012
H28 6.414 6.536 -1.798  0.000
H29 4.201 7.092 -1.932  0.000
H30 4.771 7.502 -0.293  0.000
H31 4.089 4.748 -0.471  0.000
H32 1.170 6.211 2.475  0.000
H33 -0.167 4.372 3.556  0.000
H34 -0.147 2.122 2.504  -0.004
H35 2.360 3.399 -0.513  0.009
F7 0.941 1.466 -1.817  0.298

Computed properties:
- energy relative to the best compared isomer or geometry (same formula, charge and spin) (kcal/mol) = 8.0
- HOMO-LUMO gap (spin up / spin down) (eV) = 9.43 / 6.46
- LUMO energy (spin up / spin down) (eV) = -2.97 / -5.95
- net charge = +1
- 2S+1 = 6
- molar mass (g mol⁻¹) = 831.71

***

4.
Below is a cluster of 24 separate species, C39H59Cl69O2PS2 in total, with properties calculated with ωB97M-V with the def2-TZVPD basis set.

Last column: Löwdin charge in e.
Positions of all 172 atoms, in Å:
C1 -3.157 5.569 0.946  -0.191
C2 -3.675 4.011 0.993  -0.305
C3 -4.532 3.540 -0.265  -0.352
P1 -3.796 2.143 -1.390  0.472
C4 -3.065 0.832 -2.615  -0.336
C5 -2.837 1.428 -4.125  -0.286
C6 -1.551 0.686 -4.797  -0.549
S1 -0.062 1.849 -4.744  0.553
C7 -3.516 0.942 0.060  -0.274
O1 -4.448 1.003 1.173  -0.113
C8 -3.891 0.642 2.422  -0.400
C9 -4.609 1.308 3.728  -0.013
O2 -2.940 -0.175 2.649  0.001
C10 -2.019 2.879 -1.334  -0.542
S2 -2.067 4.590 -2.167  0.740
C11 -0.575 5.582 -1.668  -0.546
C12 -1.064 7.148 -1.616  -0.201
C13 -5.531 1.498 -1.862  -0.318
C14 -6.081 0.118 -1.344  -0.398
C15 -6.968 -0.517 -2.584  -0.139
C16 -7.233 0.346 -0.192  -0.109
H1 -2.009 5.594 0.749  0.033
H2 -3.274 6.016 2.016  0.023
H3 -3.748 6.215 0.209  0.055
H4 -2.836 3.292 1.350  0.091
H5 -4.399 4.026 1.913  0.054
H6 -5.594 3.260 0.129  0.063
H7 -4.715 4.481 -0.927  0.036
H8 -3.997 3.082 -2.510  -0.019
H9 -2.099 0.319 -2.202  0.066
H10 -3.776 -0.073 -2.807  0.082
H11 -3.756 1.141 -4.778  0.105
H12 -2.648 2.555 -4.141  0.046
H13 -1.753 0.352 -5.888  0.068
H14 -1.255 -0.242 -4.194  0.014
H15 -0.504 3.168 -4.828  -0.141
H16 -2.467 1.146 0.532  0.104
H17 -3.382 -0.121 -0.402  0.101
H18 -5.335 2.137 3.347  0.079
H19 -5.243 0.505 4.280  0.089
H20 -3.866 1.821 4.431  0.077
H21 -1.504 2.907 -0.316  0.042
H22 -1.262 2.317 -2.022  0.024
H23 -0.206 5.242 -0.633  0.064
H24 0.249 5.486 -2.470  0.064
H25 -1.141 7.491 -2.726  0.071
H26 -0.361 7.807 -0.991  0.063
H27 -2.156 7.139 -1.230  0.039
H28 -6.354 2.304 -1.662  0.083
H29 -5.536 1.438 -3.032  0.074
H30 -5.363 -0.733 -1.095  0.115
H31 -7.164 -1.626 -2.334  0.066
H32 -6.383 -0.473 -3.574  0.063
H33 -7.994 0.025 -2.670  0.081
H34 -8.138 -0.359 -0.399  0.064
H35 -7.664 1.410 -0.206  0.073
H36 -6.851 0.058 0.854  0.059
C17 -7.750 -8.036 -0.312  -1.533
Cl1 -8.911 -7.530 0.925  0.519
Cl2 -8.457 -7.880 -1.927  0.516
Cl3 -6.252 -7.100 -0.180  0.472
H37 -7.511 -9.086 -0.147  0.016
C18 1.742 -1.944 -3.428  -1.535
Cl4 0.666 -1.373 -2.145  0.561
Cl5 1.250 -1.282 -4.994  0.540
Cl6 3.413 -1.492 -3.073  0.497
H38 1.683 -3.035 -3.474  -0.113
C19 1.345 -6.483 -3.475  -1.469
Cl7 -0.018 -6.002 -4.495  0.528
Cl8 2.368 -7.656 -4.317  0.465
Cl9 2.290 -5.065 -2.993  0.583
H39 0.950 -6.954 -2.575  0.023
C20 3.528 -5.525 -7.338  -1.536
Cl10 4.489 -5.063 -8.752  0.503
Cl11 4.522 -6.414 -6.175  0.481
Cl12 2.811 -4.095 -6.579  0.528
H40 2.722 -6.178 -7.669  -0.021
C21 4.881 -4.783 -0.006  -1.510
Cl13 4.414 -4.395 1.656  0.513
Cl14 4.563 -3.404 -1.070  0.469
Cl15 6.592 -5.229 -0.094  0.524
H41 4.287 -5.635 -0.335  0.009
C22 3.672 -0.672 3.216  -1.498
Cl16 3.271 -0.886 1.506  0.522
Cl17 3.775 -2.240 4.032  0.456
Cl18 5.192 0.223 3.390  0.513
H42 2.878 -0.092 3.684  0.022
C23 2.841 -10.238 -7.569  -1.504
Cl19 3.347 -9.999 -5.889  0.499
Cl20 3.180 -8.794 -8.535  0.552
Cl21 3.645 -11.652 -8.265  0.507
H43 1.766 -10.414 -7.581  0.019
C24 5.263 4.067 4.705  -1.525
Cl22 5.179 4.374 6.447  0.537
Cl23 3.648 4.121 3.986  0.533
Cl24 6.333 5.238 3.920  0.508
H44 5.674 3.070 4.551  -0.011
C25 8.487 3.790 8.185  -1.542
Cl25 8.829 5.061 9.368  0.513
Cl26 9.965 3.321 7.331  0.528
Cl27 7.754 2.386 8.975  0.522
H45 7.778 4.181 7.456  -0.039
C26 -7.231 6.744 0.400  -1.515
Cl28 -6.452 5.938 1.771  0.572
Cl29 -7.220 5.701 -1.028  0.561
Cl30 -8.888 7.211 0.815  0.485
H46 -6.668 7.648 0.169  0.019
C27 8.108 -5.001 -9.665  -1.537
Cl31 6.745 -4.521 -10.687  0.483
Cl32 9.132 -6.174 -10.506  0.515
Cl33 9.052 -3.585 -9.181  0.522
H47 7.712 -5.473 -8.766  0.008
C28 -10.056 10.029 3.778  -1.557
Cl34 -8.416 9.429 3.492  0.483
Cl35 -10.282 11.610 3.016  0.518
Cl36 -11.255 8.873 3.179  0.516
H48 -10.198 10.143 4.852  -0.038
C29 1.892 -13.793 -11.445  -1.537
Cl37 2.057 -15.446 -10.834  0.516
Cl38 1.117 -12.758 -10.236  0.498
Cl39 3.472 -13.139 -11.903  0.514
H49 1.260 -13.816 -12.332  0.015
C30 -2.952 -6.617 1.936  -1.514
Cl40 -1.205 -6.799 1.700  0.498
Cl41 -3.590 -5.297 0.947  0.533
Cl42 -3.765 -8.152 1.569  0.483
H50 -3.134 -6.380 2.983  0.020
C31 6.266 0.689 -1.908  -1.549
Cl43 6.767 0.919 -0.225  0.507
Cl44 6.607 2.140 -2.862  0.523
Cl45 7.073 -0.722 -2.610  0.504
H51 5.191 0.513 -1.924  -0.017
C32 -3.340 -8.735 -4.283  -1.536
Cl46 -3.800 -8.360 -2.616  0.509
Cl47 -3.615 -7.338 -5.334  0.521
Cl48 -1.647 -9.248 -4.361  0.499
H52 -3.964 -9.557 -4.635  0.015
C33 -0.900 6.627 4.359  -1.531
Cl49 -1.557 4.987 4.260  0.538
Cl50 0.665 6.620 5.190  0.495
Cl51 -0.744 7.334 2.745  0.545
H53 -1.591 7.239 4.936  0.015
C34 -7.022 11.479 7.173  -1.523
Cl52 -5.383 10.880 6.884  0.526
Cl53 -7.250 13.060 6.411  0.522
Cl54 -8.221 10.322 6.574  0.536
H54 -7.162 11.593 8.247  0.015
C35 8.816 7.726 1.529  -1.539
Cl55 7.690 6.530 0.871  0.513
Cl56 8.034 9.308 1.665  0.516
Cl57 9.431 7.200 3.104  0.504
H55 9.658 7.817 0.845  0.014
C36 2.898 -6.046 4.694  -1.517
Cl58 3.259 -4.569 5.607  0.495
Cl59 2.703 -7.408 5.808  0.496
Cl60 1.445 -5.893 3.695  0.505
H56 3.745 -6.255 4.041  0.000
C37 13.529 2.449 8.635  -1.555
Cl61 13.869 3.721 9.817  0.513
Cl62 15.007 1.982 7.780  0.514
Cl63 12.797 1.045 9.425  0.512
H57 12.820 2.839 7.905  -0.025
C38 5.028 8.216 7.147  -1.547
Cl64 3.990 9.332 8.047  0.519
Cl65 5.845 9.059 5.822  0.515
Cl66 6.209 7.458 8.225  0.492
H58 4.401 7.434 6.720  -0.005
C39 1.828 -11.278 5.230  -1.542
Cl67 3.551 -11.593 4.972  0.514
Cl68 1.311 -9.859 4.307  0.491
Cl69 0.864 -12.695 4.787  0.515
H59 1.672 -11.074 6.288  0.017

Computed properties:
- energy relative to the best compared isomer or geometry (same formula, charge and spin) (kcal/mol) = 0.0
- HOMO-LUMO gap (eV) = 5.43
- LUMO energy (eV) = 1.03
- net charge = -1
- 2S+1 = 1
- molar mass (g mol⁻¹) = 3101.26

***

5.
Below is a structure of composition C14H22B4F4NO5, with properties calculated with ωB97M-V with the def2-TZVPD basis set.

Last column: Löwdin charge in e.
Positions of all 50 atoms, in Å:
N1 -4.301 1.964 0.361  0.022
C1 -3.821 2.712 1.585  -0.126
B1 -2.267 2.437 1.733  -0.527
O1 -1.311 3.363 1.291  0.271
B2 -0.623 2.677 0.258  -0.523
C2 -0.602 3.249 -1.203  -0.034
C3 -0.368 2.165 -2.300  -0.167
C4 -1.505 2.121 -3.355  -0.091
C5 -2.301 0.829 -3.200  -0.453
O2 -2.485 0.259 -2.150  0.126
O3 -2.874 0.338 -4.385  0.044
O4 -0.051 1.484 0.632  0.308
B3 -0.462 1.134 1.928  -0.499
C6 0.640 0.707 2.966  -0.064
C7 0.422 -0.702 3.577  -0.194
C8 0.158 -1.820 2.547  -0.146
C9 1.067 -1.836 1.327  -0.236
C10 0.569 -2.425 0.179  -0.056
C11 1.290 -2.472 -0.991  -0.070
C12 2.549 -1.922 -1.011  -0.092
C13 3.085 -1.345 0.108  -0.069
C14 2.341 -1.319 1.270  -0.054
O5 -1.823 1.225 2.253  0.303
H1 -3.486 1.629 -0.152  0.038
H2 -4.706 1.105 0.720  0.067
H3 -4.020 3.783 1.495  0.097
H4 -4.301 2.272 2.467  0.106
H5 -1.594 3.691 -1.387  0.110
H6 0.101 4.082 -1.333  0.115
H7 0.568 2.369 -2.830  0.112
H8 -0.243 1.193 -1.818  0.104
H9 -2.197 2.966 -3.265  0.124
H10 -1.096 2.165 -4.371  0.114
H11 -2.211 -0.256 -4.764  0.113
H12 0.555 1.426 3.804  0.120
H13 1.644 0.864 2.571  0.095
H14 -0.483 -0.632 4.198  0.108
H15 1.236 -0.932 4.274  0.109
H16 -0.896 -1.838 2.248  0.114
H17 0.331 -2.775 3.070  0.121
H18 -0.426 -2.871 0.206  0.112
H19 0.821 -2.932 -1.853  0.109
H20 3.138 -1.915 -1.923  0.110
H21 4.075 -0.906 0.102  0.110
H22 2.786 -0.841 2.140  0.108
B4 4.616 -4.897 -1.402  -1.245
F1 5.607 -5.821 -1.795  0.065
F2 5.234 -3.718 -0.922  0.064
F3 3.800 -4.576 -2.516  0.059
F4 3.820 -5.460 -0.385  0.070

Computed properties:
- HOMO-LUMO gap (eV) = 8.18
- LUMO energy (eV) = 2.01
- net charge = -1
- 2S+1 = 1
- molar mass (g mol⁻¹) = 403.57